{"formula": "C31H59ClFI2NO8S", "method": "ωB97M-V/def2-TZVPD", "symbols": ["C", "C", "C", "C", "O", "C", "O", "S", "O", "O", "C", "I", "C", "N", "C", "Cl", "C", "C", "C", "I", "C", "C", "F", "C", "C", "H", "H", "H", "H", "H", "H", "H", "H", "H", "H", "H", "H", "H", "H", "H", "H", "H", "H", "H", "H", "H", "H", "H", "H", "H", "H", "H", "C", "C", "C", "O", "C", "H", "H", "H", "H", "H", "H", "H", "H", "C", "C", "C", "O", "C", "H", "H", "H", "H", "H", "H", "H", "H", "C", "C", "C", "O", "C", "H", "H", "H", "H", "H", "H", "H", "H", "C", "C", "C", "O", "C", "H", "H", "H", "H", "H", "H", "H", "H"], "positions_angstrom": [[3.636282, 0.931918, -0.417063], [3.989768, 0.169133, -1.692237], [2.991388, 0.357336, -2.820035], [1.701310, -0.422025, -2.518640], [0.503749, 0.280819, -2.827922], [0.277113, 1.387786, -2.060682], [0.372071, 2.517165, -2.990400], [0.468665, 3.908669, -2.266471], [0.466208, 4.942745, -3.230759], [1.582549, 3.861419, -1.375776], [-1.110724, 3.963363, -1.381995], [-2.587767, 4.172773, -2.996292], [-1.272415, 5.227451, -0.501022], [-0.048837, 5.747142, 0.084176], [-1.372916, 2.606594, -0.592687], [-3.091718, 2.588899, -0.071805], [-0.408503, 2.616177, 0.626248], [-0.967103, 2.929212, 2.020151], [-1.530156, 1.711427, 2.740684], [-2.126869, 2.296354, 4.714770], [-1.120669, 1.378224, -1.470730], [-1.437531, 0.095176, -0.656412], [-0.311922, -0.711541, -0.482872], [-2.578353, -0.720139, -1.244419], [-3.346946, -1.468285, -0.146861], [4.492217, 1.091671, 0.229161], [3.246415, 1.921828, -0.665979], [2.845273, 0.418028, 0.129206], [4.074399, -0.889553, -1.441547], [4.978189, 0.482734, -2.025711], [3.436570, -0.066202, -3.718141], [2.780306, 1.407034, -3.011589], [1.719132, -0.716777, -1.471578], [1.674412, -1.338870, -3.096523], [1.043200, 1.533914, -1.296287], [-2.027270, 5.034694, 0.255315], [-1.695121, 5.997443, -1.136540], [0.120703, 6.709166, -0.162755], [-0.008621, 5.632115, 1.085987], [0.116993, 1.664217, 0.706216], [0.368783, 3.350146, 0.434102], [-0.125337, 3.273421, 2.622499], [-1.691904, 3.738040, 2.031614], [-2.370706, 1.269566, 2.223455], [-0.735452, 0.988075, 2.884126], [-1.806920, 1.400466, -2.312956], [-1.756439, 0.375559, 0.343462], [-3.292031, -0.052006, -1.717028], [-2.181336, -1.437801, -1.960853], [-3.665206, -0.738636, 0.598371], [-4.248568, -1.911082, -0.557823], [-2.748826, -2.240842, 0.323604], [-2.668922, -6.585483, -0.541140], [-4.155907, -6.856707, -0.738529], [-4.783325, -5.643201, -0.068961], [-3.859789, -4.558132, -0.238018], [-2.607339, -5.074628, -0.703659], [-2.029047, -7.111476, -1.247617], [-2.365673, -6.867251, 0.469870], [-4.397261, -6.863340, -1.804113], [-4.492132, -7.797773, -0.306126], [-4.925551, -5.805283, 1.004583], [-5.743012, -5.372347, -0.510949], [-2.490774, -4.793637, -1.757235], [-1.792707, -4.622750, -0.135505], [4.512189, 4.682312, 3.463643], [3.110785, 4.215511, 3.081424], [3.409720, 3.201590, 1.984298], [4.681489, 2.627950, 2.304457], [5.308041, 3.391486, 3.338302], [4.573591, 5.119929, 4.458718], [4.871745, 5.420110, 2.743339], [2.636665, 3.722860, 3.934657], [2.457479, 5.018749, 2.745755], [3.483068, 3.681484, 1.003910], [2.666563, 2.404522, 1.925088], [5.272520, 2.812800, 4.269388], [6.352645, 3.557770, 3.074709], [-4.445180, -2.840320, -4.429373], [-4.734744, -3.383605, -5.826977], [-4.535094, -4.880457, -5.624501], [-4.902558, -5.157371, -4.270554], [-5.040248, -3.929719, -3.548741], [-4.878179, -1.859402, -4.238962], [-3.365998, -2.773184, -4.270135], [-5.771219, -3.175538, -6.101364], [-4.088998, -2.972913, -6.601447], [-3.486279, -5.163453, -5.765815], [-5.148851, -5.485590, -6.292369], [-6.107278, -3.755986, -3.368621], [-4.536008, -4.015778, -2.586188], [3.779746, -0.183678, 4.359228], [4.233658, -0.305574, 5.811474], [4.986110, -1.631136, 5.786204], [5.541997, -1.755461, 4.475325], [4.967401, -0.767803, 3.614146], [3.554198, 0.836469, 4.049446], [2.890530, -0.797444, 4.193341], [4.917102, 0.510232, 6.059547], [3.416887, -0.295212, 6.531705], [4.308842, -2.474643, 5.959687], [5.790434, -1.677670, 6.521122], [5.721874, -0.000646, 3.412129], [4.687218, -1.233374, 2.668636]], "forces_ev_per_a": [[-0.34, 0.23, -0.38], [0.37, 0.34, 0.39], [-0.07, -0.72, -0.08], [0.65, 0.14, 0.00], [-0.34, -0.19, -0.02], [0.23, -0.32, -0.08], [-0.34, 0.25, 0.12], [0.70, 0.58, 0.27], [-0.17, 0.26, -0.67], [0.09, -0.47, 0.47], [-1.08, -0.82, -0.07], [0.09, -0.14, 0.18], [0.28, 0.71, -0.18], [-0.05, -0.23, 0.18], [0.98, 0.98, -0.28], [-0.08, -0.07, 0.05], [-0.16, 0.12, 0.48], [0.17, -0.16, 0.19], [0.33, 0.44, 0.00], [-0.11, -0.16, -0.12], [-0.29, -0.50, 0.20], [-0.47, 0.14, -0.34], [0.03, 0.03, 0.14], [-0.11, -0.47, 0.68], [0.07, 0.45, -0.32], [0.07, -0.19, 0.20], [0.06, 0.08, -0.04], [0.01, -0.05, 0.25], [0.06, -0.16, -0.15], [0.08, 0.03, -0.08], [-0.04, 0.20, -0.28], [0.02, 0.12, 0.07], [-0.30, 0.04, 0.13], [-0.18, -0.06, -0.16], [0.09, -0.08, -0.05], [-0.16, -0.27, -0.01], [-0.02, 0.08, -0.08], [0.01, -0.03, 0.02], [0.01, 0.07, -0.02], [-0.04, -0.19, -0.14], [0.08, -0.01, -0.14], [0.09, 0.12, 0.02], [-0.13, 0.07, -0.18], [-0.20, -0.07, 0.18], [-0.06, -0.25, 0.02], [-0.04, 0.09, -0.17], [0.20, 0.12, 0.18], [0.10, 0.13, -0.33], [0.04, 0.18, -0.32], [-0.01, -0.04, 0.21], [0.00, -0.27, 0.01], [-0.01, -0.09, 0.09], [0.00, -0.04, 0.13], [-0.03, 0.01, -0.18], [0.01, 0.03, 0.13], [0.01, -0.30, -0.04], [0.00, 0.11, -0.15], [-0.01, 0.02, -0.03], [0.02, 0.01, -0.01], [0.00, 0.01, 0.01], [0.00, 0.01, 0.03], [-0.05, -0.05, -0.02], [0.02, 0.09, 0.01], [0.07, -0.05, -0.01], [-0.06, 0.07, 0.03], [0.01, 0.07, -0.08], [-0.03, -0.11, 0.09], [0.08, 0.13, -0.07], [-0.03, 0.03, 0.08], [-0.02, -0.11, 0.07], [-0.01, -0.02, 0.02], [0.01, -0.01, 0.00], [-0.01, 0.00, 0.00], [-0.01, 0.04, -0.04], [-0.11, 0.02, 0.00], [0.00, -0.05, -0.02], [0.03, 0.04, 0.03], [0.01, -0.04, -0.03], [0.10, -0.06, -0.05], [-0.09, 0.02, 0.01], [0.09, 0.00, 0.04], [0.07, 0.03, -0.01], [-0.12, 0.02, 0.05], [-0.02, 0.00, -0.01], [0.00, 0.01, 0.01], [0.00, 0.00, -0.01], [0.02, -0.01, 0.01], [0.00, 0.02, -0.05], [-0.02, -0.03, 0.03], [0.02, 0.07, 0.03], [-0.03, -0.06, 0.04], [-0.17, -0.03, 0.04], [0.09, 0.05, -0.02], [-0.06, -0.06, -0.06], [-0.09, 0.03, 0.06], [0.18, 0.09, -0.04], [0.05, 0.01, -0.02], [0.00, 0.00, 0.00], [0.00, -0.01, 0.01], [-0.01, -0.02, -0.01], [-0.02, 0.02, 0.06], [0.03, -0.02, -0.03], [-0.06, 0.04, -0.06], [0.04, -0.04, 0.00]], "lowdin_charge": [-0.102, -0.249, -0.163, -0.167, -0.026, -0.344, -0.163, 0.524, -0.281, -0.262, -0.747, 1.028, -0.331, 0.029, -0.711, 0.758, -0.175, -0.356, -0.670, 0.767, -0.213, -0.295, 0.006, -0.172, -0.077, 0.068, 0.058, 0.071, 0.110, 0.107, 0.110, 0.114, 0.102, 0.130, 0.135, 0.091, 0.071, 0.086, 0.071, 0.122, 0.086, 0.088, 0.074, 0.008, 0.046, 0.110, 0.093, 0.107, 0.120, 0.070, 0.068, 0.069, -0.163, -0.163, -0.196, -0.180, -0.209, 0.114, 0.114, 0.110, 0.112, 0.118, 0.116, 0.113, 0.116, -0.161, -0.167, -0.215, -0.161, -0.200, 0.113, 0.116, 0.113, 0.106, 0.118, 0.105, 0.110, 0.120, -0.169, -0.168, -0.204, -0.146, -0.201, 0.112, 0.110, 0.113, 0.111, 0.116, 0.116, 0.122, 0.092, -0.170, -0.168, -0.206, -0.139, -0.201, 0.093, 0.115, 0.109, 0.110, 0.116, 0.115, 0.115, 0.116], "e_lumo_ev": -0.1111, "charge": 0, "e_homo_ev": -9.355}